Entry 1:
ORCA calculation (ωB97M-V/def2-TZVPD) on a molecular structure, H26O13 in a non-equilibrium geometry.

Last column: Mulliken charge in e.
Atoms and positions in Å:
H1 -0.567 0.018 0.471  0.322
H2 0.871 0.288 0.061  0.201
H3 1.567 -0.855 2.302  0.286
H4 2.511 0.164 2.921  0.271
H5 3.627 -1.385 -1.553  0.313
H6 4.135 -2.710 -2.097  0.317
H7 -0.853 -2.415 -0.059  0.416
H8 -0.838 -3.707 0.742  0.282
H9 -3.653 3.277 0.615  0.309
H10 -4.095 1.997 1.305  0.308
H11 0.991 2.180 -1.496  0.179
H12 0.792 2.945 -2.794  0.359
H13 -0.696 -1.113 3.730  0.285
H14 -1.384 0.226 3.941  0.255
H15 -3.656 -1.657 -1.552  0.325
H16 -4.127 -2.793 -2.446  0.267
H17 0.887 3.493 0.549  0.310
H18 0.744 2.199 1.333  0.283
H19 -2.686 -2.813 0.088  0.390
H20 -3.128 -1.411 0.473  0.242
H21 -1.623 3.546 -1.655  0.218
H22 -0.714 2.383 -1.290  0.264
H23 2.558 1.248 -1.176  0.310
H24 3.619 0.381 -0.518  0.212
H25 1.618 -1.759 0.638  0.257
H26 2.801 -2.158 -0.229  0.376
O1 0.157 -0.351 -0.047  -0.482
O2 1.582 -0.091 2.889  -0.548
O3 3.340 -2.169 -2.035  -0.650
O4 -0.630 -3.350 -0.129  -0.699
O5 -3.987 2.391 0.432  -0.613
O6 0.766 3.053 -1.837  -0.563
O7 -0.921 -0.294 3.274  -0.519
O8 -3.371 -2.499 -1.926  -0.536
O9 1.361 2.920 1.162  -0.578
O10 -2.418 -1.889 0.030  -0.690
O11 -0.891 3.018 -1.993  -0.523
O12 2.731 0.732 -0.381  -0.562
O13 2.442 -1.418 0.273  -0.594

Values from the calculation:
HOMO ... -7.42 eV
Charge ... 0
F_max ... 0.2917 Eh/bohr
ΔE to the lowest compared entry with this formula, charge and spin ... 219.4 kcal per mole

=====

Entry 2:
ORCA calculation (ωB97M-V/def2-TZVPD) on a molecular structure, C17H13F4IrN4O7 in a non-equilibrium geometry.

Last column: Mulliken spin population.
Atoms and positions in Å:
Ir1 -0.097 0.593 0.194  0.791
C1 2.630 1.688 -0.820  0.001
N1 2.036 0.364 -0.685  -0.039
C2 1.935 -0.296 -1.985  0.000
C3 2.753 -0.437 0.312  0.031
C4 1.997 -1.718 0.678  -0.022
N2 0.584 -1.455 0.753  0.047
C5 -0.288 -2.384 1.153  0.014
C6 -1.682 -2.122 0.992  0.009
F1 -2.026 -0.968 0.374  0.002
C7 -2.667 -2.989 1.413  -0.008
F2 -3.942 -2.688 1.215  -0.001
C8 -2.331 -4.180 2.051  0.021
C9 -0.986 -4.476 2.236  -0.006
F3 -0.650 -5.589 2.871  -0.001
C10 0.017 -3.634 1.777  0.007
F4 1.292 -3.992 1.960  0.001
H1 3.683 1.611 -1.114  -0.001
H2 2.565 2.231 0.121  0.000
H3 2.102 2.250 -1.588  -0.002
H4 2.925 -0.426 -2.434  -0.001
H5 1.327 0.304 -2.663  0.002
H6 1.471 -1.275 -1.890  -0.001
H7 2.875 0.177 1.208  0.000
H8 3.752 -0.692 -0.061  -0.001
H9 2.406 -2.095 1.624  -0.004
H10 2.178 -2.510 -0.064  0.004
H11 -3.100 -4.858 2.389  0.001
O1 -1.691 4.116 1.864  0.016
C11 -1.208 3.451 0.988  -0.010
O2 -0.302 2.579 1.027  0.044
C12 -1.707 3.763 -0.465  0.044
C13 -2.108 5.038 -0.767  -0.006
C14 -2.448 5.359 -2.083  0.037
C15 -2.331 4.416 -3.095  -0.015
C16 -1.900 3.148 -2.783  0.020
C17 -1.647 2.718 -1.437  0.005
O3 -1.437 1.496 -1.202  0.012
N3 -1.592 2.196 -3.839  -0.001
O4 -2.292 2.239 -4.814  -0.001
O5 -0.640 1.470 -3.660  0.006
N4 -2.868 6.721 -2.402  -0.003
O6 -3.127 6.935 -3.558  0.004
O7 -2.907 7.503 -1.489  0.003
H12 -2.166 5.805 -0.003  0.000
H13 -2.529 4.688 -4.124  0.000

Values from the calculation:
Multiplicity ... 2
HOMO (alpha / beta) ... -12.05 / -11.91 eV
Charge ... +1
F_max ... 0.1097 Eh/bohr

=====

Entry 3:
ORCA calculation (ωB97M-V/def2-TZVPD) on a molecular structure, C6H9AsF6MgN6O2Se in a non-equilibrium geometry.

Last column: Mulliken spin population.
Atoms and positions in Å:
Mg1 -0.005 1.002 -0.639  -0.011
N1 -3.049 0.050 -2.355  0.000
N2 -3.552 -0.553 -1.224  0.000
C1 -3.011 -0.366 -0.024  0.000
N3 -3.638 -0.894 1.015  0.000
N4 -1.872 0.389 0.073  -0.001
N5 -1.348 0.662 1.261  0.000
O1 -1.734 0.190 2.317  0.000
O2 -0.361 1.437 1.197  0.003
H1 -3.619 0.832 -2.650  0.000
H2 -2.959 -0.613 -3.112  0.000
H3 -4.382 -1.124 -1.286  0.000
H4 -4.510 -1.383 0.889  0.000
H5 -3.250 -0.797 1.937  0.000
Se1 2.496 0.468 -0.290  0.909
C2 2.875 -0.314 1.401  -0.041
C3 3.972 -1.173 1.474  0.063
C4 4.287 -1.731 2.705  -0.031
N6 3.596 -1.457 3.804  0.080
C5 2.553 -0.641 3.739  -0.028
C6 2.142 -0.043 2.554  0.046
H6 4.560 -1.391 0.592  0.001
H7 5.128 -2.403 2.821  -0.001
H8 2.029 -0.458 4.669  -0.001
H9 1.296 0.627 2.541  -0.002
F1 -0.062 0.035 -2.253  0.011
As1 0.356 1.409 -3.472  0.001
F2 -1.279 1.923 -3.489  0.000
F3 0.432 2.385 -1.885  0.001
F4 0.848 2.702 -4.434  0.000
F5 1.975 0.949 -3.166  0.002
F6 0.086 0.281 -4.710  0.000

Values from the calculation:
Multiplicity ... 2
HOMO (alpha / beta) ... -12.78 / -12.71 eV
Charge ... +1
F_max ... 0.0468 Eh/bohr
ΔE to the lowest compared entry with this formula, charge and spin ... 20.1 kcal per mole

=====

Entry 4:
ORCA calculation (ωB97M-V/def2-TZVPD) on 4 unconnected molecules or ions with the total composition C5H18O3 in a non-equilibrium geometry.

Last column: Mulliken charge in e.
Atoms and positions in Å:
C1 -0.379 1.795 1.182  -1.142
C2 -1.865 1.768 0.811  -0.813
C3 -2.704 0.758 1.590  0.954
C4 -4.107 0.659 0.952  -1.770
C5 -2.843 1.066 3.100  -1.309
H1 0.097 0.889 0.760  0.290
H2 0.183 2.690 0.944  0.372
H3 -0.288 1.832 2.271  0.272
H4 -2.171 2.795 1.082  0.304
H5 -1.926 1.724 -0.281  0.365
H6 -2.347 -0.276 1.415  0.222
H7 -4.738 -0.051 1.483  0.473
H8 -4.031 0.061 0.031  0.422
H9 -4.608 1.599 0.744  0.355
H10 -2.367 2.035 3.261  0.341
H11 -2.472 0.252 3.706  0.227
H12 -3.910 1.151 3.271  0.437
H13 4.575 0.662 -5.039  0.312
H14 5.755 0.093 -4.472  0.318
O1 5.533 0.784 -5.101  -0.628
H15 4.027 -4.315 -1.630  0.331
H16 4.208 -5.724 -1.223  0.316
O2 4.568 -4.855 -1.026  -0.615
H17 3.255 -2.114 -2.557  0.337
H18 4.598 -2.702 -2.276  0.335
O3 3.956 -2.576 -2.999  -0.707

Values from the calculation:
HOMO ... -11.02 eV
SMILES string ... CCC(C)C.O.O.O
Charge ... 0
F_max ... 0.0363 Eh/bohr
ΔE to the lowest compared entry with this formula, charge and spin ... 20.2 kcal per mole

=====

Entry 5:
ORCA calculation (ωB97M-V/def2-TZVPD) on a molecular structure, C23H23BrCrF5N4O5PS2 in a non-equilibrium geometry.

Last column: Mulliken spin population.
Atoms and positions in Å:
Cr1 -7.545 -9.861 -10.443  3.109
O1 -10.152 -10.761 -13.288  0.013
C1 -9.411 -10.716 -12.332  0.009
O2 -8.407 -9.886 -12.169  -0.013
C2 -9.458 -11.782 -11.237  0.024
C3 -10.270 -12.922 -11.131  -0.004
C4 -10.119 -13.742 -10.036  0.008
C5 -9.157 -13.480 -9.062  0.002
C6 -8.330 -12.426 -9.339  0.028
N1 -8.512 -11.634 -10.365  -0.082
C7 -7.231 -11.918 -8.378  -0.012
O3 -6.979 -12.559 -7.388  0.009
O4 -6.782 -10.723 -8.739  -0.014
H1 -11.028 -13.001 -11.898  -0.001
H2 -10.743 -14.646 -9.840  0.000
H3 -8.987 -13.961 -8.127  -0.001
C8 -4.405 -12.236 -13.990  0.000
N2 -3.977 -10.843 -13.674  0.000
C9 -2.914 -11.010 -12.631  -0.001
N3 -3.310 -11.815 -11.535  -0.002
C10 -3.693 -13.122 -11.924  0.000
N4 -4.806 -13.091 -12.867  -0.002
C11 -6.047 -12.554 -12.246  0.005
P1 -5.759 -10.876 -11.587  -0.122
C12 -5.104 -10.083 -13.151  0.005
C13 -4.230 -11.128 -10.668  0.008
H4 -3.521 -12.599 -14.568  0.000
H5 -5.192 -12.096 -14.644  0.000
H6 -2.555 -10.037 -12.244  0.000
H7 -2.100 -11.432 -13.222  0.000
H8 -3.959 -13.785 -11.057  0.000
H9 -2.831 -13.556 -12.455  0.000
H10 -6.388 -13.260 -11.515  0.002
H11 -6.901 -12.500 -12.944  -0.001
H12 -4.818 -9.035 -12.948  0.004
H13 -5.971 -10.034 -13.844  0.000
H14 -4.459 -11.741 -9.782  0.000
H15 -3.752 -10.202 -10.237  0.003
O5 -9.023 -9.095 -9.415  0.010
S1 -9.397 -9.600 -7.973  0.002
C14 -8.257 -8.612 -6.975  0.003
C15 -8.559 -7.232 -7.453  -0.001
C16 -10.095 -7.104 -7.458  -0.001
C17 -10.705 -8.440 -7.702  0.004
H16 -7.259 -9.059 -7.111  0.003
H17 -8.614 -8.689 -5.933  0.000
H18 -8.139 -7.021 -8.469  0.004
H19 -8.134 -6.499 -6.777  -0.001
H20 -10.435 -6.426 -8.236  0.000
H21 -10.474 -6.749 -6.507  0.000
H22 -11.406 -8.481 -8.543  -0.002
H23 -11.251 -8.794 -6.844  -0.002
F1 -10.639 -16.174 -5.024  0.000
C18 -11.206 -15.190 -5.735  0.000
C19 -12.074 -15.413 -6.790  0.000
F2 -12.443 -16.608 -7.184  0.000
C20 -12.452 -14.312 -7.571  0.000
F3 -13.040 -14.680 -8.741  0.000
C21 -11.962 -13.008 -7.430  -0.001
S2 -12.343 -11.655 -8.482  0.000
C22 -11.134 -12.870 -6.271  0.001
F4 -10.548 -11.675 -6.124  0.000
C23 -10.756 -13.921 -5.464  0.000
F5 -9.922 -13.743 -4.376  0.000
Br1 -6.185 -7.777 -10.616  0.007

Values from the calculation:
Multiplicity ... 4
HOMO (alpha / beta) ... -4.38 / -4.37 eV
Charge ... -1
F_max ... 0.0457 Eh/bohr
ΔE to the lowest compared entry with this formula, charge and spin ... 3.1 kcal per mole

=====

charge of number 3 (C6H9AsF6MgN6O2Se)? +1